*i*
Density functional theory data (ωB97M-V/def2-TZVPD) for 8 unconnected molecules or ions with the total composition C16H26Cl4N6O8.

Last column: Löwdin charge in e.
Atoms and positions in Å:
1 C -8.705 -26.878 -9.088  0.03
2 N -8.904 -25.446 -8.784  -0.43
3 O -8.426 -25.032 -7.751  0.07
4 O -9.493 -24.805 -9.693  0.04
5 H -7.780 -27.398 -8.839  0.10
6 H -8.954 -26.990 -10.144  0.09
7 H -9.533 -27.309 -8.525  0.10
8 C -19.028 -34.188 -8.823  0.04
9 N -18.524 -32.824 -8.739  -0.51
10 O -17.853 -32.386 -9.613  0.08
11 O -18.860 -32.139 -7.838  0.08
12 H -18.255 -34.833 -8.405  0.11
13 H -19.264 -34.361 -9.873  0.10
14 H -19.914 -34.221 -8.189  0.10
15 C -7.010 -26.866 -2.388  0.03
16 N -8.291 -27.157 -3.067  -0.46
17 O -9.208 -26.385 -3.044  0.08
18 O -8.380 -28.292 -3.462  0.06
19 H -6.686 -27.725 -1.802  0.10
20 H -7.108 -26.055 -1.666  0.10
21 H -6.144 -26.724 -3.035  0.10
22 C -18.546 -32.044 -1.410  0.05
23 N -18.873 -33.525 -1.639  -0.37
24 O -19.264 -33.880 -2.784  0.02
25 O -18.547 -34.382 -0.765  0.02
26 H -19.386 -31.450 -1.770  0.09
27 H -17.633 -31.742 -1.924  0.10
28 H -18.679 -31.867 -0.343  0.09
29 C -6.536 -36.039 -0.981  -0.10
30 C -7.845 -35.857 -1.388  -0.10
31 C -8.366 -36.638 -2.393  -0.16
32 N -7.648 -37.534 -3.126  0.05
33 C -6.389 -37.768 -2.652  -0.13
34 C -5.743 -36.975 -1.642  -0.06
35 H -6.105 -35.496 -0.153  0.10
36 H -8.465 -35.171 -0.830  0.10
37 H -9.366 -36.400 -2.723  0.10
38 H -5.797 -38.561 -3.084  0.09
39 H -4.719 -37.110 -1.327  0.09
40 C -14.603 -24.418 -7.102  -0.06
41 C -14.774 -23.025 -6.924  -0.07
42 C -15.743 -22.382 -7.700  -0.18
43 N -16.350 -22.915 -8.761  0.05
44 C -16.205 -24.290 -8.955  -0.12
45 C -15.356 -25.040 -8.138  -0.09
46 H -14.014 -25.156 -6.579  0.09
47 H -14.371 -22.483 -6.081  0.09
48 H -15.991 -21.343 -7.534  0.10
49 H -16.680 -24.810 -9.774  0.09
50 H -15.236 -26.100 -8.308  0.09
51 Cl -13.224 -32.154 -4.829  0.52
52 C -13.021 -30.981 -6.130  -1.01
53 Cl -12.213 -31.589 -7.637  0.45
54 H -13.993 -30.702 -6.535  0.01
55 H -12.500 -30.046 -5.923  0.03
56 Cl -9.022 -36.033 -11.701  0.47
57 C -8.090 -35.161 -10.407  -0.95
58 Cl -7.584 -33.424 -10.722  0.44
59 H -8.627 -35.205 -9.460  0.02
60 H -7.217 -35.759 -10.146  0.02

Multiplicity = 1
HOMO energy = -9.52 eV
Kohn-Sham gap = 9.221 eV
SMILES = C[N+](=O)[O-].C[N+](=O)[O-].C[N+](=O)[O-].C[N+](=O)[O-].c1ccncc1.c1ccncc1.ClCCl.ClCCl

***

*ii*
Density functional theory data (ωB97M-V/def2-TZVPD) for 8 unconnected molecules or ions with the total composition C16H26Cl4N6O8.

Last column: Löwdin charge in e.
Atoms and positions in Å:
1 C -7.177 -9.298 -16.018  0.05
2 N -8.003 -8.050 -15.905  -0.48
3 O -7.429 -7.001 -16.067  0.06
4 O -9.157 -8.158 -15.624  0.08
5 H -7.899 -10.066 -16.295  0.10
6 H -6.686 -9.478 -15.061  0.10
7 H -6.447 -9.100 -16.803  0.10
8 C -2.367 -16.576 -19.388  0.04
9 N -3.833 -16.575 -19.134  -0.45
10 O -4.197 -15.896 -18.163  0.03
11 O -4.603 -17.123 -19.871  0.08
12 H -2.083 -15.677 -19.935  0.10
13 H -2.264 -17.491 -19.971  0.10
14 H -1.842 -16.532 -18.433  0.10
15 C 1.689 -9.500 -18.945  0.04
16 N 0.480 -10.054 -19.617  -0.45
17 O -0.530 -10.363 -18.968  0.04
18 O 0.547 -10.179 -20.804  0.07
19 H 1.751 -9.935 -17.947  0.10
20 H 1.516 -8.436 -18.789  0.10
21 H 2.566 -9.697 -19.561  0.10
22 C 2.334 -14.475 -6.274  0.03
23 N 2.264 -13.113 -6.874  -0.42
24 O 3.316 -12.584 -7.282  0.05
25 O 1.124 -12.647 -6.986  0.05
26 H 1.543 -15.040 -6.766  0.09
27 H 2.032 -14.427 -5.227  0.10
28 H 3.237 -15.052 -6.473  0.10
29 C -2.558 -24.295 -9.137  -0.08
30 C -2.640 -25.287 -8.137  -0.07
31 C -3.658 -25.191 -7.178  -0.15
32 N -4.500 -24.157 -7.195  0.04
33 C -4.387 -23.177 -8.085  -0.15
34 C -3.429 -23.200 -9.126  -0.07
35 H -1.835 -24.280 -9.939  0.10
36 H -1.900 -26.070 -8.056  0.09
37 H -3.756 -25.923 -6.389  0.10
38 H -5.105 -22.370 -8.079  0.10
39 H -3.381 -22.411 -9.861  0.09
40 C -1.542 -5.985 -10.993  -0.08
41 C -2.212 -6.102 -12.214  -0.07
42 C -1.740 -6.997 -13.145  -0.19
43 N -0.687 -7.766 -12.986  0.05
44 C -0.062 -7.703 -11.780  -0.13
45 C -0.455 -6.807 -10.764  -0.08
46 H -1.913 -5.266 -10.278  0.10
47 H -3.117 -5.551 -12.419  0.10
48 H -2.248 -7.137 -14.087  0.10
49 H 0.789 -8.335 -11.572  0.10
50 H 0.142 -6.838 -9.864  0.10
51 Cl 0.014 -13.941 -14.026  0.46
52 C -1.426 -13.921 -12.941  -0.94
53 Cl -1.664 -15.551 -12.118  0.43
54 H -1.245 -13.192 -12.151  0.02
55 H -2.314 -13.613 -13.492  0.03
56 Cl -7.632 -7.817 -8.777  0.48
57 C -6.741 -9.186 -8.040  -1.00
58 Cl -5.854 -10.095 -9.294  0.47
59 H -5.971 -8.767 -7.392  0.02
60 H -7.391 -9.835 -7.453  0.03

Multiplicity = 1
HOMO energy = -9.59 eV
Kohn-Sham gap = 9.452 eV
SMILES = C[N+](=O)[O-].C[N+](=O)[O-].C[N+](=O)[O-].C[N+](=O)[O-].c1ccncc1.c1ccncc1.ClCCl.ClCCl

***

Energetically preferred structure: *ii* | next structure: +33.3 kcal/mol

***

*i*
Density functional theory data (ωB97M-V/def2-TZVPD) for 2 unconnected molecules or ions with the total composition C3H7IN2.

Last column: Löwdin charge in e.
Atoms and positions in Å:
1 C 2.145 0.819 -2.651  -0.08
2 C -2.299 -0.634 2.491  -0.04
3 C 1.959 0.354 -1.435  -0.10
4 N -1.311 -0.085 1.844  -0.30
5 N -0.828 -0.185 0.656  -0.54
6 I -1.694 -1.498 -0.632  0.69
7 H 2.232 1.875 -2.850  0.04
8 H 2.220 0.172 -3.510  0.04
9 H -2.461 -0.375 3.517  0.06
10 H -2.946 -1.346 2.015  0.01
11 H 1.874 1.001 -0.577  0.04
12 H 1.868 -0.700 -1.235  0.03
13 H -0.758 0.601 2.365  0.16

Multiplicity = 1
HOMO energy = -8.05 eV
Kohn-Sham gap = 8.407 eV

***

*ii*
Density functional theory data (ωB97M-V/def2-TZVPD) for 3 unconnected molecules or ions with the total composition C3H7IN2.

Last column: Löwdin charge in e.
Atoms and positions in Å:
1 C 0.428 -1.000 0.734  -0.02
2 C -0.138 0.123 0.336  -0.27
3 C -1.297 0.213 -0.602  -0.12
4 H 0.084 -1.964 0.390  0.05
5 H 1.259 -1.009 1.420  0.04
6 H 0.237 1.076 0.696  0.04
7 H -1.726 -0.770 -0.787  0.07
8 H -2.070 0.863 -0.179  0.07
9 H -0.985 0.652 -1.554  0.07
10 N 1.949 3.296 -0.402  0.04
11 N 1.968 2.722 0.534  0.02
12 I 4.556 -0.110 -0.312  0.38
13 H 3.998 0.694 -1.541  -0.38

Multiplicity = 1
HOMO energy = -9.58 eV
Kohn-Sham gap = 10.255 eV
SMILES = C=CC.N#N.I

***

Energetically preferred structure: *ii* | next structure: +87.5 kcal/mol

***

*i*
Density functional theory data (ωB97M-V/def2-TZVPD) for 2 unconnected molecules or ions with the total composition C7H18O.

Last column: Löwdin charge in e.
Atoms and positions in Å:
1 C -0.074 -1.193 1.135  -0.09
2 C -0.890 -2.152 0.257  -0.48
3 C -2.250 -1.587 -0.244  -0.08
4 C -0.059 -2.637 -0.932  -0.08
5 H 0.275 -1.821 1.951  0.08
6 H -0.758 -0.383 1.523  0.08
7 H 0.680 -0.608 0.540  0.04
8 H -1.177 -2.956 0.969  0.12
9 H -2.640 -1.235 0.691  0.06
10 H -2.068 -0.820 -1.017  0.07
11 H -2.784 -2.258 -0.914  0.07
12 H -0.560 -2.423 -1.859  0.06
13 H 0.879 -2.018 -0.979  0.07
14 H 0.222 -3.668 -0.787  0.07
15 C 0.876 1.141 -1.006  -0.04
16 C 0.600 2.002 0.284  -0.43
17 C 1.763 2.824 0.929  -0.05
18 O -0.132 3.125 -0.220  -0.11
19 H 1.556 1.708 -1.645  0.08
20 H -0.182 0.995 -1.474  0.11
21 H 1.396 0.222 -0.822  0.03
22 H -0.012 1.616 1.140  0.12
23 H 1.430 3.451 1.718  0.06
24 H 2.676 2.354 1.312  0.07
25 H 2.229 3.337 0.061  0.09
26 H -0.997 2.984 -0.609  0.08

Multiplicity = 1
HOMO energy = -10.19 eV
Kohn-Sham gap = 11.061 eV
SMILES = CC(C)C.CC(C)O

***

*ii*
Density functional theory data (ωB97M-V/def2-TZVPD) for 2 unconnected molecules or ions with the total composition C7H18O.

Last column: Löwdin charge in e.
Atoms and positions in Å:
1 C -1.107 0.633 1.646  -0.07
2 C -1.506 0.678 0.172  -0.43
3 C -2.978 1.066 0.047  -0.08
4 C -1.267 -0.641 -0.570  -0.25
5 O -1.143 -0.334 -1.946  -0.06
6 H -1.166 1.637 2.072  0.08
7 H -1.790 -0.012 2.199  0.08
8 H -0.098 0.256 1.790  0.05
9 H -0.905 1.435 -0.343  0.13
10 H -3.150 2.055 0.478  0.08
11 H -3.269 1.089 -1.000  0.08
12 H -3.607 0.346 0.569  0.08
13 H -2.113 -1.325 -0.403  0.13
14 H -0.359 -1.135 -0.206  0.10
15 H -0.999 -1.149 -2.437  0.09
16 C 2.341 -1.160 0.865  -0.12
17 C 2.131 0.119 0.060  -0.32
18 C 2.420 -0.081 -1.423  -0.12
19 H 1.737 -1.973 0.467  0.06
20 H 2.072 -1.010 1.909  0.06
21 H 3.385 -1.466 0.824  0.07
22 H 2.785 0.901 0.454  0.11
23 H 1.113 0.463 0.164  0.05
24 H 1.871 -0.934 -1.808  0.06
25 H 2.122 0.796 -1.990  0.07
26 H 3.479 -0.255 -1.590  0.07

Multiplicity = 1
HOMO energy = -10.28 eV
Kohn-Sham gap = 11.246 eV
SMILES = CC(C)CO.CCC

***

Energetically preferred structure: *ii* | next structure: +40.0 kcal/mol

***

*i*
Density functional theory data (ωB97M-V/def2-TZVPD) for 9 unconnected molecules or ions with the total composition C5H27NO10.

Last column: Löwdin charge in e.
Atoms and positions in Å:
1 C -2.347 3.028 -0.102  -0.10
2 C -0.856 3.196 -0.230  -0.23
3 C -0.006 2.420 0.861  -0.08
4 C 0.380 1.060 0.247  -0.45
5 O 1.218 1.010 -0.578  0.07
6 N -0.443 -0.117 0.234  0.09
7 C -1.589 -0.227 1.062  -0.23
8 O -1.243 -1.371 1.824  -0.02
9 H -2.639 2.871 0.968  0.09
10 H -2.860 2.396 -0.819  0.05
11 H -2.881 3.939 -0.334  0.06
12 H -0.469 2.895 -1.179  0.09
13 H -0.394 4.180 -0.510  0.12
14 H -0.552 2.265 1.860  0.11
15 H 0.937 3.011 1.160  0.14
16 H 0.192 -0.922 0.341  0.12
17 H -1.601 0.571 1.812  0.11
18 H -2.460 -0.443 0.453  0.12
19 H -1.786 -1.562 2.504  0.03
20 O 0.618 -0.634 4.084  0.00
21 H 0.362 -1.463 4.467  0.05
22 H -0.105 -0.345 3.587  -0.01
23 O 2.065 -1.418 1.806  0.03
24 H 1.733 -1.334 2.657  -0.03
25 H 1.423 -1.475 1.203  -0.08
26 O 0.854 -4.563 0.724  -0.11
27 H 0.965 -4.466 -0.186  -0.06
28 H 1.876 -4.499 1.095  0.13
29 O 3.305 -0.902 -1.889  -0.03
30 H 2.859 -0.183 -1.394  0.02
31 H 4.042 -1.245 -1.423  0.04
32 O -4.056 0.413 -2.083  -0.07
33 H -3.383 0.950 -2.521  0.03
34 H -4.865 0.668 -2.576  0.06
35 O 4.077 2.135 -0.770  -0.04
36 H 4.038 1.747 -1.622  0.00
37 H 3.731 1.419 -0.236  0.01
38 O 1.749 -3.193 -1.982  -0.01
39 H 2.235 -2.449 -1.784  -0.06
40 H 1.523 -3.181 -2.908  0.04
41 O -2.045 -1.504 -2.267  -0.05
42 H -1.186 -1.685 -2.510  -0.03
43 H -2.414 -0.994 -3.045  0.06

Multiplicity = 1
HOMO energy = -9.96 eV
Kohn-Sham gap = 10.222 eV
SMILES = CCCC(=O)NCO.O.O.O.O.O.O.O.O

***

*ii*
Density functional theory data (ωB97M-V/def2-TZVPD) for 9 unconnected molecules or ions with the total composition C5H27NO10.

Last column: Löwdin charge in e.
Atoms and positions in Å:
1 C -2.423 1.489 -0.237  -0.09
2 C -1.904 0.039 -0.434  -0.18
3 C -1.465 -0.655 0.907  -0.34
4 C -2.472 -1.644 1.431  -0.05
5 N -0.070 -1.293 0.822  0.08
6 C 0.983 -0.481 0.724  -0.63
7 O 1.067 0.685 0.975  0.07
8 O 2.081 -1.252 0.386  0.09
9 H -1.594 2.079 -0.490  0.02
10 H -2.754 1.829 0.828  0.12
11 H -3.263 1.744 -0.841  0.06
12 H -2.766 -0.544 -0.833  0.11
13 H -0.999 0.077 -1.184  0.12
14 H -1.356 0.242 1.628  0.14
15 H -3.359 -1.098 1.730  0.08
16 H -1.992 -2.052 2.458  0.13
17 H -2.689 -2.438 0.774  0.06
18 H -0.050 -2.337 0.486  0.16
19 H 2.943 -0.800 0.301  0.13
20 O 0.295 -0.844 3.778  -0.03
21 H 0.199 -1.060 2.867  -0.02
22 H 0.814 -1.570 4.173  0.08
23 O 0.073 1.769 -3.554  -0.12
24 H 0.925 1.861 -3.898  0.00
25 H 0.265 2.308 -2.608  0.09
26 O -0.017 -0.863 -3.540  -0.07
27 H -0.134 0.122 -3.740  0.02
28 H -0.871 -1.213 -3.519  0.01
29 O 0.798 2.283 -1.213  -0.03
30 H 0.519 3.015 -0.742  0.00
31 H 1.536 1.968 -0.608  0.11
32 O -0.065 3.986 1.409  -0.01
33 H 0.765 3.696 1.793  0.03
34 H -0.577 3.302 1.767  -0.01
35 O 0.176 -3.242 -1.110  -0.05
36 H 0.013 -2.357 -1.491  0.03
37 H 1.042 -3.422 -1.382  -0.01
38 O 0.071 1.815 3.403  0.00
39 H 0.659 2.130 2.696  0.01
40 H 0.111 0.938 3.320  -0.10
41 O 2.102 -2.562 -2.744  -0.01
42 H 1.566 -2.191 -3.443  0.03
43 H 2.582 -1.862 -2.450  -0.01

Multiplicity = 1
HOMO energy = -10.28 eV
Kohn-Sham gap = 10.301 eV
SMILES = CC[C@@H](C)NC(=O)O.O.O.O.O.O.O.O.O

***

Energetically preferred structure: *ii* | next structure: +52.7 kcal/mol